No. 1
# C53H57ClO8P3SV

C53H57ClO8P3SV as an isolated structure at a distorted geometry (ωB97M-V/def2-TZVPD, the OMol25 dataset).

Results
HOMO energy (alpha / beta) = -4.0746 / -5.6656 eV

```
! RIJCOSX wB97M-V def2-TZVPD def2/J DEFGRID3
* xyz -1 4
V -0.015 -0.051 0.010
O 2.990 -1.872 1.866
C 2.143 -1.448 1.098
O 1.269 -0.537 1.342
C 2.020 -1.984 -0.361
O 2.748 -2.852 -0.813
O 1.084 -1.379 -1.019
C -0.032 7.015 -1.033
C 0.686 6.074 -0.050
C 1.581 6.896 0.894
C 1.542 5.093 -0.841
C 2.514 5.521 -1.739
C 3.250 4.619 -2.491
C 3.017 3.257 -2.373
C 2.067 2.790 -1.477
P 1.697 0.975 -1.231
C 3.423 0.622 -0.714
C 3.715 1.081 0.573
C 4.978 0.924 1.110
C 5.972 0.302 0.367
C 5.695 -0.142 -0.915
C 4.430 0.027 -1.462
C 1.509 0.577 -3.015
C 2.003 -0.567 -3.637
C 1.728 -0.808 -4.978
C 0.915 0.054 -5.697
C 0.350 1.152 -5.061
C 0.655 1.415 -3.737
C 1.374 3.720 -0.708
O 0.529 3.162 0.194
C -0.352 3.941 0.864
C -1.257 3.215 1.639
C -2.205 3.920 2.365
C -2.231 5.307 2.305
C -1.317 5.997 1.527
C -0.349 5.327 0.784
P -1.101 1.370 1.593
C -0.285 1.089 3.206
C -0.337 -0.190 3.761
C 0.378 -0.478 4.911
C 1.177 0.492 5.502
C 1.245 1.759 4.945
C 0.518 2.057 3.801
C -2.874 1.039 1.926
C -3.714 1.204 0.825
C -5.080 1.017 0.940
C -5.624 0.660 2.167
C -4.797 0.505 3.267
C -3.426 0.698 3.153
H 0.688 7.571 -1.634
H -0.653 7.735 -0.498
H -0.670 6.439 -1.704
H 2.321 7.467 0.330
H 2.106 6.235 1.585
H 0.978 7.595 1.477
H 2.712 6.580 -1.854
H 4.003 4.985 -3.179
H 3.575 2.545 -2.969
H 2.925 1.537 1.161
H 5.187 1.271 2.114
H 6.956 0.154 0.792
H 6.466 -0.634 -1.495
H 4.243 -0.319 -2.468
H 2.564 -1.301 -3.075
H 2.146 -1.683 -5.461
H 0.701 -0.141 -6.741
H -0.339 1.795 -5.597
H 0.216 2.272 -3.241
H -2.920 3.385 2.975
H -2.971 5.855 2.875
H -1.368 7.079 1.498
H -0.935 -0.958 3.285
H 0.322 -1.472 5.336
H 1.762 0.253 6.382
H 1.869 2.519 5.400
H 0.583 3.047 3.365
H -3.273 1.475 -0.129
H -5.718 1.137 0.073
H -6.690 0.489 2.257
H -5.219 0.231 4.226
H -2.789 0.571 4.018
Cl -4.823 -2.614 -0.057
C -3.432 -3.229 0.874
C -2.383 -2.181 1.376
O -2.224 -2.203 2.596
O -1.712 -1.495 0.533
H -2.932 -3.970 0.254
H -3.862 -3.702 1.751
O -1.346 0.381 -1.605
S -2.383 -0.705 -1.770
C -3.146 -0.328 -3.430
C -2.490 -1.223 -4.468
C -2.235 -2.542 -3.747
C -1.506 -2.148 -2.476
H -3.010 0.738 -3.608
H -4.208 -0.552 -3.313
H -1.536 -0.788 -4.766
H -3.110 -1.343 -5.360
H -1.642 -3.228 -4.355
H -3.185 -3.027 -3.500
H -0.492 -1.799 -2.667
H -1.468 -2.933 -1.721
C -2.112 -6.321 2.092
C -1.224 -6.481 0.858
P -0.409 -4.882 0.333
C 0.522 -4.467 1.878
C 1.520 -5.492 2.409
C 0.927 -5.613 -0.729
C 0.361 -6.157 -2.041
H -2.788 -7.172 2.197
H -2.713 -5.413 2.026
H -1.511 -6.250 2.999
H -1.837 -6.792 0.007
H -0.472 -7.259 1.018
H -0.244 -4.241 2.626
H 1.042 -3.531 1.688
H 1.092 -6.497 2.455
H 1.830 -5.212 3.417
H 2.412 -5.516 1.784
H 1.453 -6.403 -0.188
H 1.637 -4.808 -0.927
H -0.266 -7.034 -1.867
H 1.168 -6.443 -2.717
H -0.249 -5.402 -2.543
*
```

***

No. 2
# C53H59ClN3O2PSSiW

C53H59ClN3O2PSSiW as an isolated structure (ωB97M-V/def2-TZVPD, the OMol25 dataset).

Results
HOMO energy (alpha / beta) = -12.6947 / -12.6951 eV

```
! RIJCOSX wB97M-V def2-TZVPD def2/J DEFGRID3
* xyz 2 1
W 0.569 -0.980 0.944
Cl 1.816 -3.186 0.301
C 1.123 -3.693 -1.256
C 1.085 -5.040 -1.530
C 0.564 -5.421 -2.764
C 0.108 -4.468 -3.661
C 0.170 -3.114 -3.349
C 0.682 -2.709 -2.124
P 0.898 -0.997 -1.576
C 2.650 -0.677 -1.955
C 3.230 0.532 -1.569
C 4.559 0.789 -1.863
C 5.320 -0.150 -2.544
C 4.747 -1.349 -2.938
C 3.416 -1.613 -2.648
C -0.063 -0.036 -2.769
C -1.455 -0.126 -2.703
C -2.245 0.427 -3.693
C -1.647 1.106 -4.751
C -0.269 1.231 -4.804
C 0.528 0.647 -3.823
H 1.447 -5.768 -0.817
H 0.516 -6.472 -3.016
H -0.294 -4.778 -4.616
H -0.175 -2.376 -4.062
H 2.649 1.265 -1.025
H 5.006 1.723 -1.552
H 6.358 0.052 -2.770
H 5.332 -2.081 -3.477
H 2.984 -2.548 -2.978
H -1.921 -0.638 -1.871
H -3.322 0.333 -3.645
H -2.259 1.540 -5.531
H 0.197 1.760 -5.624
H 1.605 0.712 -3.901
C -2.558 -4.539 -0.884
C -2.280 -3.191 -0.753
C -1.545 -2.756 0.352
C -1.089 -3.641 1.330
C -1.359 -5.002 1.156
C -2.094 -5.442 0.070
Si -0.087 -2.811 2.675
C 1.284 -3.809 3.440
C 2.644 -3.510 3.358
C 3.588 -4.280 4.021
C 3.184 -5.368 4.780
C 1.835 -5.677 4.886
C 0.895 -4.895 4.233
C -1.247 -2.302 4.047
C -2.635 -2.460 3.937
C -3.483 -2.069 4.966
C -2.952 -1.518 6.121
C -1.578 -1.360 6.253
C -0.734 -1.748 5.226
H -3.139 -4.893 -1.725
H -2.647 -2.495 -1.494
H -1.458 -1.650 0.468
H -1.001 -5.721 1.883
H -2.318 -6.495 -0.040
H 2.989 -2.671 2.760
H 4.639 -4.035 3.944
H 3.918 -5.970 5.297
H 1.515 -6.517 5.487
H -0.157 -5.132 4.357
H -3.061 -2.910 3.047
H -4.551 -2.211 4.872
H -3.608 -1.220 6.929
H -1.168 -0.944 7.163
H 0.336 -1.633 5.347
N -1.270 -0.096 2.002
C -2.330 0.759 1.497
C -2.406 2.046 2.019
C -3.418 2.900 1.618
C -4.361 2.479 0.692
C -4.296 1.189 0.189
C -3.290 0.321 0.594
H -0.740 0.440 2.686
H -1.701 -0.842 2.555
H -1.675 2.371 2.748
H -3.474 3.895 2.040
H -5.161 3.141 0.388
H -5.051 0.838 -0.503
H -3.299 -0.695 0.237
C 2.067 4.083 -3.379
C 3.133 4.608 -2.423
C 2.605 5.242 -1.138
C 1.979 4.280 -0.138
N 0.653 3.850 -0.585
C 0.026 2.702 -0.339
S 0.789 1.613 0.776
N -1.140 2.492 -0.930
C -1.742 3.425 -1.881
C -2.362 4.687 -1.275
C -2.519 5.774 -2.334
C -3.217 7.017 -1.801
H 2.516 3.745 -4.313
H 1.345 4.864 -3.632
H 1.517 3.238 -2.959
H 3.739 5.353 -2.943
H 3.819 3.799 -2.161
H 1.891 6.039 -1.376
H 3.429 5.738 -0.620
H 1.873 4.759 0.838
H 2.600 3.396 -0.005
H 0.139 4.539 -1.115
H -1.678 1.702 -0.604
H -2.497 2.863 -2.427
H -0.976 3.684 -2.619
H -1.759 5.061 -0.441
H -3.332 4.442 -0.846
H -3.076 5.371 -3.184
H -1.530 6.041 -2.724
H -4.224 6.781 -1.453
H -3.306 7.785 -2.567
H -2.668 7.448 -0.963
C 3.397 0.523 3.428
C 2.336 -0.081 2.589
O 2.547 -0.457 1.388
O 1.139 -0.249 2.973
H 4.358 0.062 3.213
H 3.146 0.425 4.481
H 3.465 1.584 3.178
*
```

***

| no. | E_tot (Ha) | M (g/mol) |
| --- | --- | --- |
| 1 | -5482.4251 | 1033.4 |
| 2 | -3925.6971 | 1080.5 |